Entry 1:
Below is a structure of composition C12H17N2OS2W, with properties calculated with ωB97M-V/def2-TZVPD.

The energy above the lowest of the compared OMol25 structures with the same formula, charge and spin comes out at 26.5 kJ/mol. For the LUMO energy (alpha / beta), the calculation gives -0.1280 / -0.1280 hartree. Its HOMO energy (alpha / beta) is -10.65 / -10.65 eV. Its spin multiplicity is 1. The net charge is +1. The value obtained for the total energy is -1515.4584 hartree.

XYZ file:
```
35
Properties=species:S:1:pos:R:3:forces:R:3
H -0.056 -3.080 0.262 0.007 -0.005 0.007
H -1.126 -1.789 -3.965 0.001 0.021 -0.007
C -0.774 -2.499 0.838 0.012 -0.046 0.008
H 0.367 -2.683 -4.348 -0.011 -0.011 -0.013
C -0.673 3.008 3.488 -0.007 -0.006 0.021
H -0.441 -0.657 -5.980 0.010 0.018 -0.011
H 1.285 -0.865 -5.622 0.008 0.012 0.008
H 0.310 4.632 2.490 -0.002 0.002 -0.006
H -1.191 -1.023 3.161 -0.028 0.001 -0.009
C 0.612 0.578 -3.215 -0.188 -0.005 -0.350
C -0.053 -1.707 -4.122 -0.088 -0.094 0.084
H 0.671 -2.325 3.007 0.007 0.008 -0.002
W 0.755 0.115 -0.210 0.435 -0.505 -0.138
H 1.752 -2.231 1.595 0.019 0.013 0.003
S 0.745 -1.052 -2.603 0.198 0.398 0.134
C -0.657 0.907 2.330 -0.069 0.032 -0.021
S 0.793 1.777 -2.061 -0.144 0.096 0.279
H 1.512 -0.801 2.612 -0.031 -0.005 0.012
H -0.949 3.600 4.350 -0.001 0.001 -0.001
H -2.063 -0.573 1.699 0.005 -0.004 -0.014
H 0.263 1.509 -4.987 -0.043 -0.004 -0.015
C -1.023 1.667 3.431 -0.034 -0.006 0.014
H -1.581 1.218 4.245 0.007 -0.002 0.002
C -1.089 -0.522 2.193 -0.037 -0.036 0.104
N 0.319 0.628 -4.496 0.114 -0.071 0.181
H -1.614 -2.228 0.199 0.006 0.003 -0.003
C 1.032 -1.684 2.198 0.071 -0.022 0.064
C 0.304 -0.667 -5.188 -0.064 -0.080 0.024
H 0.952 3.290 0.543 0.002 -0.013 -0.003
O 2.393 -0.021 0.089 -0.138 -0.121 0.080
C 0.389 2.820 1.343 0.023 0.012 0.049
C 0.066 1.462 1.264 0.043 0.233 -0.098
C 0.033 3.587 2.443 0.010 -0.017 -0.037
H -1.146 -3.111 1.664 -0.005 0.012 0.005
N -0.119 -1.279 1.351 -0.085 0.190 -0.351
```
Positions in Å, forces in eV/Å.

Entry 2:
Below is the molecule C2H6N2O at a distorted geometry, with properties calculated with ωB97M-V/def2-TZVPD.

The energy above the lowest of the compared OMol25 structures with the same formula, charge and spin comes out at 333.1 kJ/mol. For the LUMO energy, the calculation gives 0.0289 hartree. Its structure (SMILES) is C/[N+]([O-])=C/N. Its HOMO energy is -7.39 eV. Its spin multiplicity is 1. The net charge is 0. The value obtained for the total energy is -264.4605 hartree.

XYZ file:
```
11
Properties=species:S:1:pos:R:3:forces:R:3
H 1.999 -0.605 0.684 0.601 -1.421 1.865
C -0.679 -0.452 0.004 0.781 2.636 0.096
H 1.879 -0.407 -1.048 -0.448 0.377 1.275
N 0.266 0.439 0.099 0.130 0.077 0.304
H -0.508 -1.443 0.109 1.124 -2.921 -0.138
H -2.659 -0.885 0.123 1.184 1.287 -0.431
C 1.712 0.080 -0.026 -2.044 -1.323 -3.542
H -2.339 0.827 -0.037 0.966 -0.775 0.070
H 2.357 0.885 -0.086 0.620 2.092 0.524
O -0.062 1.692 0.280 0.217 0.064 -0.473
N -1.967 -0.131 -0.102 -3.132 -0.091 0.451
```
Positions in Å, forces in eV/Å.

Entry 3:
Below is the molecule C5H5NO at a distorted geometry, with properties calculated with ωB97M-V/def2-TZVPD.

The energy above the lowest of the compared OMol25 structures with the same formula, charge and spin comes out at 314.1 kJ/mol. For the LUMO energy, the calculation gives 0.0230 hartree. Its structure (SMILES) is N#C[C@@H]1C[C@@H]1C=O. Its HOMO energy is -9.51 eV. Its spin multiplicity is 1. The net charge is 0. The value obtained for the total energy is -323.4001 hartree.

XYZ file:
```
12
Properties=species:S:1:pos:R:3:forces:R:3
C 1.020 0.535 0.787 1.302 1.290 -0.160
C 0.741 -0.645 -0.015 -0.417 0.311 0.932
H -0.904 -1.551 1.110 -0.791 -0.518 -0.750
N -0.620 1.962 -1.987 0.024 -0.573 0.401
H -0.812 -1.026 -1.604 0.319 -0.169 -0.021
O 0.611 1.636 0.466 0.967 0.067 1.150
H 1.317 -1.578 -0.059 -0.510 0.529 0.487
C -0.711 -0.612 0.622 -0.788 -0.887 -0.532
H -1.253 0.224 1.070 1.111 -0.157 0.349
C -0.426 -0.355 -0.852 -0.397 0.125 -0.215
C -0.454 1.052 -1.291 -1.261 -0.005 -1.856
H 1.492 0.357 1.754 0.441 -0.013 0.215
```
Positions in Å, forces in eV/Å.

Entry 4:
Below is a structure of composition C5H33NO12 at a distorted geometry, with properties calculated with ωB97M-V/def2-TZVPD.

The energy above the lowest of the compared OMol25 structures with the same formula, charge and spin comes out at 603.6 kJ/mol. For the LUMO energy, the calculation gives -0.0005 hartree. Its HOMO energy is -9.56 eV. Its spin multiplicity is 1. The net charge is 0. The value obtained for the total energy is -1167.7937 hartree.

XYZ file:
```
51
Properties=species:S:1:pos:R:3:forces:R:3
H -0.672 0.987 -4.098 -0.465 -0.070 0.513
O -0.667 2.558 -2.601 0.398 -0.387 -0.656
H 1.255 -2.757 2.377 -0.397 -0.171 -0.208
H -1.997 3.507 1.075 -0.054 0.018 0.265
O 0.010 3.778 -0.032 1.280 1.087 -0.572
H 2.752 2.353 -0.894 0.895 1.647 0.752
H 0.991 3.587 0.018 -0.485 -1.026 0.538
C 0.085 0.027 0.206 -0.973 -0.532 0.144
O 2.815 -1.442 -0.245 -0.089 0.286 -0.869
H 3.623 -0.921 -0.226 0.319 -0.726 0.591
H -1.473 -0.243 -3.500 -0.106 0.555 -0.081
C -0.457 -2.706 -2.238 -1.375 -0.036 -1.040
O -0.239 -3.750 1.917 -0.731 1.256 0.675
H -1.378 2.905 -2.064 -0.039 0.224 0.281
H 2.575 -1.858 0.607 0.506 0.372 0.314
C -1.060 -0.184 -0.801 -0.219 0.487 0.674
H -1.030 -3.310 1.556 0.091 0.548 0.599
H 0.364 0.060 2.331 -0.300 -0.393 -0.423
H 0.669 0.918 -0.004 -1.080 -0.069 0.398
H 2.409 0.055 2.615 -0.314 -0.163 0.078
C -0.471 0.010 1.625 1.832 0.285 0.154
H 2.387 0.357 -0.569 -0.176 -0.578 -0.366
O -0.896 0.055 -4.207 0.398 -0.445 -0.622
H -1.115 -3.006 -3.068 0.173 -0.463 0.102
H -0.762 -0.021 -1.829 0.138 -0.168 0.083
H 0.309 -3.458 -2.122 0.303 0.109 -0.022
O 2.140 1.228 -0.933 -1.717 -10.029 -6.916
O -1.685 -3.707 -0.441 -0.326 -0.066 -0.345
H -1.843 0.553 -0.595 0.042 0.089 -0.217
O 1.945 -2.083 2.272 0.618 0.092 0.215
H 1.312 0.796 3.392 0.430 -0.006 0.022
O 2.270 0.727 3.290 0.302 0.393 0.149
O 2.480 2.740 -0.048 2.666 9.003 5.960
H -2.035 2.287 0.257 0.090 -0.034 -0.100
H -0.156 -1.731 -2.610 0.687 -0.112 0.497
H -3.815 0.227 2.598 -0.114 0.799 -0.300
H -0.276 -4.403 1.250 0.724 -1.865 -1.174
O -2.553 2.728 0.939 0.220 0.337 -0.482
H 2.686 2.034 0.588 -0.143 1.281 0.000
O -3.264 0.253 1.814 -0.005 -1.892 -0.307
H -3.156 1.091 1.366 -0.610 0.777 0.890
H 0.762 -0.814 0.064 -0.074 0.022 0.087
C -1.363 -2.687 -1.045 0.975 0.766 0.997
H -1.041 0.893 1.852 -0.603 -0.075 -0.062
H -2.341 -1.457 0.214 -0.222 -0.124 0.212
H 0.144 4.665 -0.411 -0.882 -0.078 0.171
H 1.737 0.990 -1.776 -0.264 -0.790 -0.538
N -1.724 -1.460 -0.580 -0.132 -0.242 -0.541
H -0.952 -0.931 1.820 -0.625 -0.038 0.297
H 0.147 2.747 -2.119 -0.385 0.221 0.285
H 2.557 -2.186 3.013 -0.180 -0.078 -0.101
```
Positions in Å, forces in eV/Å.

Entry 5:
Below is a cluster of 8 separate species, C23H67N11O8 in total at a distorted geometry, with properties calculated with ωB97M-V/def2-TZVPD.

The energy above the lowest of the compared OMol25 structures with the same formula, charge and spin comes out at 106.9 kJ/mol. For the LUMO energy, the calculation gives 0.0000 hartree. Its structure (SMILES) is COC[C@H](C)N.COC[C@H](C)N.COC[C@H](C)N.COC[C@H](C)N.COC[C@H](C)N.NC(N)=O.NC(N)=O.NC(N)=O. Its HOMO energy is -8.87 eV. Its spin multiplicity is 1. The net charge is 0. The value obtained for the total energy is -2120.7377 hartree.

XYZ file:
```
109
Properties=species:S:1:pos:R:3:forces:R:3
N -3.377 -1.874 2.848 0.578 1.212 -0.152
N 1.514 -3.620 -1.780 -0.516 -0.284 0.487
H -0.881 7.701 -2.119 0.321 0.028 -0.133
N -0.264 -4.330 2.388 -1.686 0.028 0.685
H 2.924 -7.065 1.243 0.212 -0.270 0.492
H 3.823 -2.363 -1.668 0.228 0.557 -0.072
H -0.188 4.041 2.026 0.684 -0.654 0.146
H -2.966 -2.435 -2.011 -0.031 0.258 0.453
H -4.328 -0.829 1.331 -0.073 -0.076 0.066
H -0.093 2.891 0.559 0.509 0.874 0.614
C 2.531 -5.004 0.072 -1.167 1.971 -0.262
H 3.310 -4.605 -1.954 -0.178 -0.151 0.629
O 1.988 -2.705 2.970 -0.175 -0.096 -1.805
H 3.688 -2.249 2.160 0.409 -0.009 0.148
H -0.209 -3.730 1.579 0.060 0.050 -0.578
C 3.589 -6.287 1.641 0.504 -0.915 0.415
H -0.741 -3.444 5.584 0.071 -0.012 0.389
H -2.001 -4.080 4.646 -0.003 -0.641 -0.376
H -0.011 4.152 -2.756 0.221 -0.572 -0.584
O -1.285 4.576 0.532 -0.158 -0.518 -0.263
O -2.552 0.616 -1.912 -0.038 0.745 -0.110
H -5.879 0.431 2.737 -0.638 0.098 -0.320
O -0.343 -1.694 0.575 -1.963 -0.973 -0.213
H -1.621 1.923 4.877 0.102 -0.414 -0.644
C -1.093 2.634 -6.102 -0.239 -0.904 1.102
C -0.650 5.562 -1.610 -0.939 1.188 1.862
O -2.930 1.017 3.634 0.051 -0.287 -0.052
H 3.523 -1.694 3.814 0.334 0.235 0.758
C -1.777 1.776 3.783 0.439 0.480 1.363
H -0.897 1.287 3.327 -0.186 0.264 0.101
C -3.160 0.610 2.309 -1.663 0.002 -0.307
C -0.179 -3.445 3.549 -0.448 -1.147 1.192
C -4.050 -0.632 2.374 -0.538 -0.794 -0.050
H 2.067 -4.403 0.912 -0.444 -0.586 -1.133
C -5.345 -0.392 3.179 1.108 -0.037 0.222
H -5.113 -0.057 4.188 0.222 -0.054 0.147
H -2.513 4.479 -1.149 0.098 0.237 0.267
C 0.133 1.063 -4.398 -2.369 0.851 0.403
H 0.295 5.739 -1.037 -0.313 -0.205 -0.401
H 1.716 2.538 -2.662 -0.612 -0.312 1.048
H 1.573 -4.264 4.291 0.743 -0.255 -0.228
C 2.757 -4.085 -1.145 0.212 0.658 0.181
N 0.055 0.409 -0.136 -1.127 1.136 -1.207
H 1.332 -1.315 2.104 0.715 -0.266 0.398
H -1.822 2.517 -6.917 0.479 0.415 0.077
H 0.754 4.555 0.618 0.832 -0.267 -0.256
H -0.446 0.610 -6.452 0.293 0.218 0.087
H -2.602 -1.938 2.183 0.096 -0.548 0.223
N 1.289 -0.543 1.468 0.727 0.745 0.949
H -0.145 3.094 -6.353 -0.078 0.219 -0.432
C 3.569 -2.866 -0.746 0.369 0.356 1.127
H 1.292 -2.606 4.856 0.077 -0.261 -0.087
H 3.834 -3.443 3.438 0.280 -0.287 0.415
C 3.479 2.964 0.149 1.865 0.120 -0.366
H -4.445 0.561 -3.225 -0.302 -0.410 -0.169
C 3.338 -2.527 3.158 0.554 0.324 -1.257
H -1.921 2.789 3.422 0.141 0.268 -0.632
H 5.233 2.636 1.383 -0.439 0.174 -0.415
C -1.411 6.897 -1.620 -0.166 -0.315 -0.101
H -1.267 -4.628 2.453 1.187 -0.003 -0.701
H 1.836 -5.798 -0.306 0.786 -0.052 0.839
H -3.811 1.347 1.742 1.129 -0.212 0.473
H -0.462 -5.060 5.014 -0.337 -0.539 -0.158
C -3.185 -0.415 -2.145 1.477 0.856 1.281
H -0.707 -2.500 3.427 0.307 0.446 -0.384
H -0.488 1.349 -3.508 0.379 -0.388 -0.249
H 1.939 0.226 1.463 -0.316 -0.057 0.113
H 2.896 2.811 -3.837 -0.522 -0.487 -0.464
H -2.061 -0.471 -5.257 0.008 0.694 -0.023
C -0.824 1.194 -5.604 -1.191 -0.774 -0.303
H 4.491 -3.127 -0.197 -0.231 0.023 -0.362
H 3.955 3.903 -1.532 0.059 0.514 0.156
H -5.917 -1.315 3.287 -0.116 0.192 -0.399
C 0.233 -0.618 0.657 1.581 -0.920 -0.416
H -0.754 0.460 -0.728 -0.408 0.062 -0.370
H -1.655 7.248 -0.623 0.157 -0.124 0.294
H -1.553 3.226 -5.287 0.142 -0.193 -0.334
H 0.455 0.026 -4.261 0.408 -0.002 -0.075
N -2.166 0.551 -5.349 0.794 -0.227 0.328
H 1.776 -3.167 -2.647 -0.152 0.034 -0.030
C -0.918 -4.118 4.746 0.817 1.710 -0.032
C -1.456 4.465 -0.862 0.846 0.542 -0.037
H 3.176 -5.928 2.608 -0.121 0.391 -0.633
H -1.885 -1.504 -1.038 -0.385 -0.074 -0.219
H 2.989 -2.176 -0.063 0.325 -0.682 -0.833
N 3.965 4.085 -0.535 -1.112 -0.795 0.373
H -2.537 0.879 -4.455 0.240 -0.027 -0.190
H -0.065 5.517 -3.638 0.058 0.441 0.293
C -0.058 3.936 0.950 -2.345 0.457 0.131
O 2.438 2.421 -0.102 -1.425 -0.266 -0.524
O 1.120 2.012 -4.570 1.593 0.651 -0.357
H -2.359 6.778 -2.139 -0.154 -0.137 -0.188
N -4.329 -0.372 -2.845 -0.607 0.611 -0.682
H 1.034 -2.910 -1.205 0.361 -0.498 -0.203
N 4.316 2.371 1.047 0.044 -0.038 0.701
H -4.675 -1.142 -3.384 -0.081 -0.207 0.006
H -1.054 3.508 -1.228 -0.168 -0.138 0.248
H -2.214 0.411 1.775 -0.284 0.088 0.055
O 3.774 -5.360 0.618 0.005 -0.216 -0.525
H 0.619 1.215 -0.032 0.521 0.654 -0.026
H 4.795 4.455 -0.133 0.764 0.269 -0.257
H 3.887 1.546 1.423 0.297 -0.088 0.396
C 2.096 2.089 -3.554 0.572 0.922 -1.065
N -2.766 -1.546 -1.558 0.163 -1.939 -0.231
N -0.512 5.009 -2.888 0.375 -0.733 -1.837
H 2.571 1.136 -3.425 0.175 -0.615 0.558
H 4.589 -6.676 1.872 -0.308 -0.222 -0.061
C 1.275 -3.269 3.962 -2.092 0.124 2.326
H -2.918 -1.619 3.734 -0.257 -0.219 -0.242
```
Positions in Å, forces in eV/Å.

Entry 6:
Below is the molecule C4H8N2O, with properties calculated with ωB97M-V/def2-TZVPD.

The energy above the lowest of the compared OMol25 structures with the same formula, charge and spin comes out at 369.2 kJ/mol. For the LUMO energy, the calculation gives 0.0199 hartree. Its HOMO energy is -8.46 eV. Its spin multiplicity is 1. The net charge is 0. The value obtained for the total energy is -341.8630 hartree.

XYZ file:
```
15
Properties=species:S:1:pos:R:3:forces:R:3
H -0.890 -1.143 1.359 -0.063 -0.009 -0.076
C 0.222 -0.401 0.463 0.075 -0.156 0.404
H -1.310 -1.513 -0.537 0.001 0.082 0.148
H 3.031 0.709 -1.214 -0.121 -0.020 0.103
H 2.309 1.542 0.196 -0.008 -0.126 -0.062
H 2.891 -0.101 0.393 -0.084 0.092 -0.099
H -2.080 0.930 0.931 -0.033 -0.073 -0.144
H -2.122 0.796 -0.852 0.011 -0.083 0.113
C 2.418 0.581 -0.320 0.050 0.013 -0.077
H -3.217 -0.197 0.155 0.140 0.100 -0.046
N -1.212 -0.815 0.203 -0.094 -0.177 -0.056
N 0.493 -0.679 1.651 0.013 0.117 -0.404
O 0.633 -0.023 -1.827 0.103 0.080 0.453
C 1.054 0.067 -0.689 0.053 0.060 -0.242
C -2.220 0.247 0.088 -0.043 0.099 -0.015
```
Positions in Å, forces in eV/Å.

Entry 7:
Below is the ion CH7N6 with charge +1 at a distorted geometry, with properties calculated with ωB97M-V/def2-TZVPD.

The energy above the lowest of the compared OMol25 structures with the same formula, charge and spin comes out at 374.4 kJ/mol. For the LUMO energy, the calculation gives -0.1138 hartree. Its structure (SMILES) is N[NH+]=C1NNNN1. Its HOMO energy is -13.21 eV. Its spin multiplicity is 1. The net charge is +1. The value obtained for the total energy is -370.4524 hartree.

XYZ file:
```
14
Properties=species:S:1:pos:R:3:forces:R:3
N -0.991 1.164 -0.121 1.772 -1.181 -1.486
H 2.528 -0.578 -0.951 0.970 -0.205 -1.248
N 2.310 -0.388 -0.014 -3.729 -1.067 -1.812
H -2.961 0.457 -0.540 0.671 1.086 -1.196
H -0.803 1.883 0.514 -0.487 1.510 1.448
N -1.800 -0.973 0.068 0.706 -1.294 0.363
H 0.200 -1.699 -0.409 -0.303 -0.630 0.119
N 1.329 0.565 0.044 -0.630 1.423 0.009
N -0.385 -0.929 -0.140 -0.488 -1.864 -0.809
C 0.066 0.253 -0.104 -0.981 1.678 0.318
H 1.459 1.555 0.028 1.117 0.634 -0.263
H 3.024 -0.268 0.578 3.071 0.680 2.634
H -1.819 -1.467 0.985 -0.807 1.209 -0.253
N -2.157 0.426 0.063 -0.883 -1.981 2.175
```
Positions in Å, forces in eV/Å.